1.
{
  "formula": "C21H21B",
  "method": "wB97M-V/def2-TZVPD",
  "lumo_ev": -2.76,
  "gap_ev": 5.06,
  "e_homo_ev": -7.820,
  "mol_weight_g_mol": 284.21,
  "e_tot_ha": -837.4961,
  "symbols": ["C", "C", "C", "C", "C", "C", "C", "C", "C", "C", "C", "C", "C", "C", "C", "C", "C", "C", "C", "C", "C", "H", "H", "H", "H", "H", "H", "H", "H", "H", "H", "H", "H", "H", "H", "H", "H", "H", "H", "B", "H", "H", "H"],
  "coordinates": [[-4.5342, 2.3168, -1.6036], [-4.5076, 1.1401, -0.8346], [-3.2875, 0.5166, -0.5465], [-2.0838, 1.0837, -1.0283], [-0.7889, 0.4841, -0.7374], [-0.5882, -0.0879, 0.5518], [0.4827, -0.8571, 0.9779], [0.3561, -1.8160, 2.0636], [1.4643, -2.6493, 2.3556], [1.4015, -3.5848, 3.3735], [0.1980, -3.7735, 4.0856], [-0.8895, -2.9347, 3.8372], [-0.8474, -1.9949, 2.8095], [0.2862, 0.6698, -1.7128], [1.6161, 0.8620, -1.2656], [2.6950, 0.8455, -2.1453], [2.4597, 0.8759, -3.5325], [1.1418, 0.9282, -4.0094], [0.0694, 0.8015, -3.1207], [-2.1209, 2.3238, -1.7167], [-3.3361, 2.9013, -2.0526], [-5.4920, 2.7894, -1.8391], [-5.4325, 0.6937, -0.4569], [-3.2477, -0.4276, 0.0095], [-1.4032, 0.1202, 1.2672], [1.4356, -0.8811, 0.4262], [2.3485, -2.5284, 1.7216], [2.2926, -4.1616, 3.6143], [0.1291, -4.5859, 4.8088], [-1.7934, -3.0148, 4.4465], [-1.7347, -1.4033, 2.5436], [1.8101, 1.0741, -0.2073], [3.7023, 0.8600, -1.7174], [3.3006, 0.8608, -4.2237], [0.9479, 1.0855, -5.0762], [-0.9495, 0.8451, -3.5273], [-1.1849, 2.8134, -2.0024], [-3.3410, 3.8067, -2.6577], [2.8700, 0.0723, 1.6734], [3.8984, 0.8032, 1.4241], [4.8691, 0.0949, 1.1244], [3.6146, 1.5547, 0.4822], [4.1733, 1.4776, 2.4175]],
  "atomic_forces_ev_per_a": [[0.3, -0.2, 0.1], [0.3, 0.1, 0.0], [0.1, 0.4, -0.4], [-0.7, 0.4, 0.2], [1.3, 0.6, 0.8], [-0.6, 0.8, -0.5], [-0.1, -0.9, -0.3], [-0.2, -0.1, 0.5], [-0.2, 0.5, -0.4], [-0.4, -0.2, 0.1], [0.8, 0.4, -0.4], [-0.4, 0.1, -0.2], [0.7, 0.2, -0.2], [0.6, 0.4, -0.7], [-0.2, -0.3, 0.2], [-0.2, 0.3, -0.4], [-0.2, -0.3, 0.7], [-0.2, 0.0, 0.3], [-0.1, -0.1, 0.0], [0.0, -0.5, -0.2], [-0.4, -0.2, 0.4], [0.4, -0.2, 0.1], [0.3, 0.2, -0.2], [-0.1, 0.4, -0.3], [0.4, -0.5, -0.5], [-0.7, -0.1, 0.2], [-0.1, 0.0, 0.5], [-0.3, -0.1, -0.1], [0.0, 0.4, 0.0], [0.2, -0.1, -0.3], [0.5, -0.3, 0.4], [0.2, -0.4, -0.4], [-0.4, 0.1, -0.2], [-0.2, 0.1, 0.1], [0.0, -0.2, 0.5], [0.5, -0.3, 0.3], [-0.4, -0.3, 0.1], [-0.1, -0.1, 0.3], [0.4, 0.3, -0.1], [-0.2, -0.1, 0.1], [-0.3, 0.0, 0.0], [0.1, -0.1, 0.2], [-0.2, -0.2, -0.2]]
}



2.
{
  "formula": "C21H21BN4O3RhS2",
  "method": "wB97M-V/def2-TZVPD",
  "lumo_ev": -3.52,
  "charge": 1,
  "gap_ev": 7.33,
  "e_above_lowest_kcal_mol": 6.1,
  "e_homo_ev": -10.849,
  "mol_weight_g_mol": 555.28,
  "e_tot_ha": -2189.2883,
  "symbols": ["Rh", "C", "C", "N", "N", "C", "N", "S", "C", "C", "C", "C", "C", "N", "H", "H", "H", "H", "H", "H", "H", "H", "H", "C", "S", "O", "C", "C", "C", "C", "C", "C", "H", "H", "H", "H", "H", "H", "H", "H", "O", "B", "O", "C", "C", "C", "C", "C", "C", "H", "H", "H", "H"],
  "coordinates": [[0.2786, 0.2208, -0.4243], [-1.0899, 4.1647, 0.1896], [-0.9241, 2.7071, -0.0713], [0.2336, 2.1487, -0.2165], [1.3686, 2.8907, -0.1258], [2.4593, 2.1799, -0.3198], [3.6252, 2.8349, -0.2732], [2.5250, 0.4566, -0.6737], [-2.0763, 1.7918, -0.2229], [-3.3876, 2.2194, -0.1280], [-4.4164, 1.3067, -0.3202], [-4.1064, -0.0078, -0.6086], [-2.7705, -0.3714, -0.6842], [-1.7829, 0.4963, -0.5026], [-0.1673, 4.5680, 0.5951], [-1.9032, 4.3459, 0.8904], [-1.3148, 4.6953, -0.7387], [3.6298, 3.8134, -0.0400], [4.4906, 2.3273, -0.2895], [-3.6058, 3.2540, 0.0902], [-5.4468, 1.6262, -0.2439], [-4.8745, -0.7505, -0.7669], [-2.4824, -1.3926, -0.8898], [0.3425, -4.3860, -1.1136], [-0.1951, -2.7516, -1.5725], [0.3276, -1.9044, -0.4116], [0.8695, -2.4395, -2.9528], [2.2421, -2.3269, -2.7678], [3.0397, -2.0529, -3.8643], [2.4658, -1.9008, -5.1224], [1.0938, -2.0102, -5.2930], [0.2815, -2.2735, -4.1986], [1.4164, -4.3659, -0.9389], [0.0889, -5.0663, -1.9252], [-0.1921, -4.6570, -0.2053], [2.6737, -2.4295, -1.7796], [4.1092, -1.9532, -3.7395], [3.0962, -1.6882, -5.9755], [0.6546, -1.8832, -6.2729], [-0.7931, -2.3496, -4.3116], [1.1647, 0.7067, 2.4042], [0.2456, 0.1412, 1.5441], [-0.8059, -0.4542, 2.2246], [-0.5125, -0.2593, 3.5646], [-1.2282, -0.6607, 4.6669], [-0.6932, -0.3194, 5.9081], [0.5002, 0.3875, 6.0152], [1.2148, 0.7865, 4.8869], [0.6738, 0.4436, 3.6711], [-2.1532, -1.2121, 4.5722], [-1.2175, -0.6125, 6.8072], [0.8839, 0.6323, 6.9961], [2.1444, 1.3333, 4.9585]],
  "atomic_forces_ev_per_a": [[0.0, -0.9, -0.4], [0.0, 0.0, 0.0], [0.0, 0.0, 0.0], [0.1, 0.3, 0.0], [0.1, 0.0, 0.0], [-0.1, 0.0, 0.0], [0.0, 0.0, 0.0], [-0.1, 0.3, 0.3], [0.0, 0.0, -0.1], [0.0, 0.0, 0.0], [0.0, 0.0, 0.0], [0.0, 0.0, 0.0], [0.0, 0.0, 0.0], [-0.1, 0.3, 0.5], [0.0, 0.0, 0.0], [0.0, 0.0, 0.0], [0.0, 0.0, 0.0], [0.0, 0.0, 0.0], [0.0, 0.0, 0.0], [0.0, 0.0, 0.0], [0.0, 0.0, 0.0], [0.0, 0.0, 0.0], [0.0, 0.0, 0.0], [0.0, 0.0, 0.0], [0.0, 0.0, -0.1], [0.0, 0.1, -0.1], [0.0, 0.0, 0.0], [0.0, 0.0, 0.0], [0.0, 0.0, 0.0], [0.0, 0.0, 0.0], [0.0, 0.0, 0.0], [0.0, 0.0, 0.0], [0.0, 0.0, 0.0], [0.0, 0.0, 0.0], [0.0, 0.0, 0.0], [0.0, 0.0, 0.0], [0.0, 0.0, 0.0], [0.0, 0.0, 0.0], [0.0, 0.0, 0.0], [0.0, 0.0, 0.0], [0.0, 0.0, 0.0], [-0.1, 0.0, 0.0], [0.0, 0.0, 0.0], [0.0, 0.0, 0.0], [0.0, 0.0, 0.0], [0.0, 0.0, 0.0], [0.0, 0.0, 0.0], [0.0, 0.0, 0.0], [0.0, 0.0, 0.0], [0.0, 0.0, 0.0], [0.0, 0.0, 0.0], [0.0, 0.0, 0.0], [0.0, 0.0, 0.0]]
}



3.
{
  "formula": "C21H21BrN2O3SSn",
  "method": "wB97M-V/def2-TZVPD",
  "lumo_ev": -0.47,
  "gap_ev": 7.15,
  "e_above_lowest_kcal_mol": 0.1,
  "e_homo_ev": -7.616,
  "mol_weight_g_mol": 580.09,
  "e_tot_ha": -4334.5993,
  "symbols": ["Sn", "C", "O", "C", "C", "C", "C", "C", "C", "N", "N", "C", "C", "O", "C", "C", "C", "C", "C", "C", "C", "C", "H", "H", "H", "H", "H", "H", "H", "H", "H", "H", "H", "H", "H", "Br", "O", "S", "C", "C", "C", "C", "H", "H", "H", "H", "H", "H", "H", "H"],
  "coordinates": [[-0.1611, -2.8019, -1.1448], [-3.8269, -2.4419, -1.0422], [-2.8378, -1.4752, -1.3706], [-2.9061, -0.2717, -0.7515], [-4.0740, 0.2086, -0.1651], [-4.1003, 1.4703, 0.4105], [-2.9630, 2.2628, 0.4061], [-1.7959, 1.7802, -0.1631], [-1.7467, 0.5153, -0.7423], [-0.5245, -0.0535, -1.2359], [0.3596, 0.8185, -1.3860], [1.6789, 0.4773, -1.6312], [2.2736, -0.7493, -1.3141], [1.6554, -1.8221, -0.9007], [3.7008, -0.8512, -1.3952], [4.4690, 0.1833, -1.8043], [3.8923, 1.4362, -2.1646], [4.6909, 2.5121, -2.6024], [4.1265, 3.7132, -2.9366], [2.7331, 3.8680, -2.8436], [1.9353, 2.8346, -2.4251], [2.4952, 1.5878, -2.0673], [-3.9609, -2.5077, 0.0394], [-4.7785, -2.2130, -1.5260], [-3.4570, -3.3920, -1.4197], [-4.9676, -0.3983, -0.1722], [-5.0170, 1.8315, 0.8583], [-2.9783, 3.2478, 0.8533], [-0.8887, 2.3680, -0.1438], [4.1250, -1.8082, -1.1212], [5.5454, 0.0707, -1.8667], [5.7629, 2.3679, -2.6703], [4.7434, 4.5356, -3.2739], [2.2801, 4.8139, -3.1132], [0.8637, 2.9634, -2.3745], [0.8274, -4.8061, 0.3362], [-0.8663, -2.0505, 0.8356], [-0.0274, -1.0470, 1.6387], [0.7289, -2.0670, 2.9423], [-0.0588, -1.8442, 4.2361], [-1.4667, -1.4127, 3.8321], [-1.2557, -0.3521, 2.7608], [1.7863, -1.8176, 3.0092], [0.6369, -3.0778, 2.5403], [0.4087, -1.0500, 4.8226], [-0.0569, -2.7468, 4.8459], [-2.0396, -1.0232, 4.6732], [-2.0163, -2.2537, 3.4052], [-0.8226, 0.5650, 3.1687], [-2.1244, -0.0971, 2.1537]],
  "atomic_forces_ev_per_a": [[-0.1, -0.1, -0.1], [0.0, 0.0, -0.1], [0.1, -0.1, 0.1], [-0.1, 0.1, 0.0], [0.0, -0.1, 0.0], [0.0, 0.0, 0.0], [0.0, 0.0, 0.0], [0.0, 0.0, 0.1], [0.0, 0.0, -0.1], [0.0, 0.0, 0.2], [0.1, 0.0, -0.1], [-0.1, 0.1, 0.0], [0.0, -0.2, -0.1], [0.0, 0.1, 0.3], [0.0, 0.0, 0.0], [0.0, 0.0, 0.0], [0.0, 0.0, 0.0], [0.0, 0.0, 0.0], [0.0, 0.0, 0.0], [0.0, 0.0, 0.0], [0.0, 0.0, 0.0], [0.0, 0.0, 0.0], [0.0, 0.0, 0.0], [0.0, 0.0, 0.0], [0.0, 0.0, 0.0], [0.0, 0.0, 0.0], [0.0, 0.0, 0.0], [0.0, 0.0, 0.0], [0.0, 0.0, 0.0], [0.0, 0.0, 0.0], [0.0, 0.0, 0.0], [0.0, 0.0, 0.0], [0.0, 0.0, 0.0], [0.0, 0.0, 0.0], [0.0, 0.0, 0.0], [0.0, 0.0, 0.0], [0.0, 0.1, -0.1], [0.0, 0.0, 0.0], [0.0, 0.0, 0.0], [0.0, 0.0, 0.0], [0.0, 0.0, 0.0], [0.0, 0.0, 0.0], [0.0, 0.0, 0.0], [0.0, 0.0, 0.0], [0.0, 0.0, 0.0], [0.0, 0.0, 0.0], [0.0, 0.0, 0.0], [0.0, 0.0, 0.0], [0.0, 0.0, 0.0], [0.0, 0.0, 0.0]]
}



4.
{
  "formula": "C21H21ClF5N3O10S2",
  "method": "wB97M-V/def2-TZVPD",
  "lumo_ev": -1.00,
  "gap_ev": 9.03,
  "smiles": "[H]/N=C(/C)C[C@@]1(O)OS(=O)(=O)CC[C@]1(Cl)S(=O)(=O)C(F)(F)C(F)(F)F.O=[N+]([O-])c1ccccc1.O=[N+]([O-])c1ccccc1",
  "e_homo_ev": -10.026,
  "mol_weight_g_mol": 669.99,
  "e_tot_ha": -3485.1744,
  "symbols": ["H", "N", "C", "C", "C", "C", "O", "O", "S", "O", "O", "C", "C", "C", "Cl", "S", "O", "O", "C", "F", "F", "C", "F", "F", "F", "H", "H", "H", "H", "H", "H", "H", "H", "H", "H", "O", "N", "O", "C", "C", "C", "C", "C", "C", "H", "H", "H", "H", "H", "O", "N", "O", "C", "C", "C", "C", "C", "C", "H", "H", "H", "H", "H"],
  "coordinates": [[0.2882, 0.0174, -2.4851], [0.4008, 0.7690, -1.8091], [1.0596, 0.3912, -0.8056], [1.3731, 1.3749, 0.2924], [1.7026, -0.9892, -0.6601], [0.7815, -2.2157, -0.6173], [-0.2903, -2.0684, -1.4920], [1.4868, -3.3768, -1.0947], [2.8767, -3.8311, -0.4224], [3.9202, -2.9961, -0.9136], [2.9156, -5.2394, -0.5960], [2.5536, -3.4682, 1.2872], [1.0659, -3.6050, 1.5774], [0.2058, -2.5861, 0.7965], [-0.0229, -1.1396, 1.7947], [-1.4109, -3.4621, 0.6355], [-1.2847, -4.4835, -0.3492], [-1.8037, -3.7896, 1.9716], [-2.7145, -2.2336, 0.0120], [-3.1533, -2.7129, -1.1466], [-2.2480, -1.0075, -0.1733], [-3.9350, -2.1358, 0.9622], [-4.5085, -3.3292, 1.1198], [-4.8183, -1.3002, 0.3819], [-3.5991, -1.6273, 2.1429], [2.1804, 2.0196, -0.0745], [0.5225, 2.0123, 0.5232], [1.7551, 0.8679, 1.1749], [2.3557, -1.1536, -1.5198], [2.3446, -0.9729, 0.2211], [-0.1883, -2.7007, -2.2171], [2.9583, -2.4941, 1.5580], [3.1018, -4.2668, 1.7901], [0.7476, -4.6293, 1.3691], [0.8851, -3.4289, 2.6364], [4.1107, 0.0689, 1.8361], [4.2026, 1.1651, 2.3628], [3.4255, 1.5919, 3.1903], [5.3228, 2.0271, 1.9516], [6.1919, 1.5671, 0.9791], [7.2360, 2.3901, 0.5896], [7.3925, 3.6412, 1.1717], [6.5071, 4.0778, 2.1485], [5.4568, 3.2676, 2.5478], [6.0508, 0.5906, 0.5409], [7.9270, 2.0528, -0.1706], [8.2085, 4.2802, 0.8615], [6.6322, 5.0520, 2.6005], [4.7548, 3.5860, 3.3035], [-8.0204, 4.1920, -4.1635], [-6.8928, 3.7702, -4.0013], [-5.9599, 3.9814, -4.7496], [-6.6383, 2.9389, -2.8077], [-7.6912, 2.6611, -1.9560], [-7.4468, 1.8748, -0.8414], [-6.1696, 1.3861, -0.5981], [-5.1286, 1.6824, -1.4680], [-5.3581, 2.4655, -2.5881], [-8.6748, 3.0530, -2.1661], [-8.2568, 1.6412, -0.1638], [-5.9875, 0.7773, 0.2756], [-4.1338, 1.3015, -1.2771], [-4.5646, 2.7076, -3.2788]],
  "atomic_forces_ev_per_a": [[0.0, 0.0, 0.0], [-0.3, 0.1, -0.2], [0.1, -0.2, 0.4], [0.4, 0.1, -0.2], [0.1, 0.1, 0.1], [0.0, 0.0, 0.0], [0.1, 0.0, -0.3], [-0.1, -0.1, 0.1], [-0.1, 0.2, 0.1], [0.2, 0.0, 0.0], [0.0, -0.2, -0.1], [-0.1, -0.2, 0.0], [0.0, 0.0, 0.1], [0.1, 0.0, -0.1], [-0.1, -0.1, 0.0], [0.0, 0.2, 0.3], [0.1, -0.1, -0.2], [0.0, 0.0, 0.1], [-0.1, -0.2, 0.1], [-0.1, -0.2, -0.4], [0.2, 0.4, 0.1], [-0.2, 0.0, 0.1], [0.1, 0.4, 0.0], [0.1, -0.3, 0.2], [-0.1, -0.1, -0.2], [-0.1, 0.0, 0.0], [0.0, -0.1, 0.0], [-0.2, 0.2, 0.1], [-0.1, 0.0, 0.0], [0.0, -0.1, -0.1], [0.0, -0.1, 0.1], [0.1, 0.0, -0.1], [0.0, 0.2, 0.2], [0.0, 0.1, -0.2], [0.0, -0.1, 0.0], [0.0, 0.0, 0.0], [0.0, 0.0, 0.0], [0.0, 0.0, 0.0], [0.0, 0.0, 0.0], [0.0, 0.0, 0.0], [0.0, 0.0, 0.0], [0.0, 0.0, 0.0], [0.0, 0.0, 0.0], [0.0, 0.1, 0.0], [0.0, 0.0, 0.0], [0.0, 0.0, 0.0], [0.0, 0.0, 0.0], [0.0, 0.0, 0.0], [0.0, 0.0, 0.0], [0.0, 0.0, 0.0], [0.0, 0.0, 0.0], [0.0, 0.0, 0.0], [0.0, 0.0, 0.0], [0.0, 0.0, 0.0], [0.0, 0.0, 0.0], [-0.1, 0.1, 0.0], [0.0, 0.0, 0.0], [0.1, 0.0, 0.0], [0.0, 0.0, 0.0], [0.0, 0.0, 0.0], [0.0, 0.0, 0.0], [0.0, 0.0, 0.0], [0.0, 0.0, 0.0]]
}